DFT (ωB97M-V/def2-TZVPD) results for C48H45Cl2CsN12O2S2Si as an isolated structure at a distorted geometry.

Calculated values
LUMO level: 3.49 eV
Orbital gap: 4.833 eV
ΔE to the lowest compared entry with this formula, charge and spin: 23.9 kcal per mole
Energy: -4690.2683 Eh
Charge: -2

Cartesian coordinates (Å):
Cs 0.69 0.23 0.17
C -3.55 1.79 -3.30
C -2.83 1.49 -2.13
N -1.94 2.31 -1.62
C -1.69 3.49 -2.22
C -2.35 3.87 -3.42
C -3.31 2.98 -3.94
C -2.03 5.10 -4.06
C -1.06 5.90 -3.51
C -0.40 5.55 -2.33
C -0.70 4.37 -1.62
N -0.08 3.96 -0.51
C 0.50 4.74 0.40
C 0.15 6.07 0.68
C 0.78 6.82 1.68
C 1.77 6.28 2.46
C 2.12 4.92 2.29
C 3.06 4.27 3.11
C 3.32 2.94 2.94
C 2.62 2.25 1.93
N 1.76 2.82 1.13
C 1.49 4.14 1.28
H -4.28 1.08 -3.68
H -2.97 0.55 -1.61
H -3.84 3.24 -4.85
H -2.56 5.38 -4.97
H -0.79 6.83 -4.01
H 0.38 6.20 -1.95
H -0.65 6.52 0.10
H 0.48 7.85 1.83
H 2.27 6.87 3.23
H 3.57 4.84 3.89
H 4.02 2.40 3.57
H 2.79 1.18 1.79
Cl 1.88 -1.91 -2.27
C 1.68 -0.70 -3.54
Cl 0.60 0.59 -3.02
H 1.26 -1.19 -4.41
H 2.65 -0.26 -3.76
N -0.96 -0.23 4.78
C -1.05 1.13 4.97
C -1.37 1.92 6.07
C -1.42 3.29 5.86
C -1.19 3.85 4.59
C -0.88 3.06 3.50
C -0.80 1.69 3.70
N -0.55 0.68 2.79
C -0.65 -0.44 3.45
C -0.62 -1.74 2.82
C -0.64 -2.97 3.43
S -0.70 -4.20 2.25
C -0.72 -2.98 1.01
N -0.66 -1.79 1.46
H -1.07 -0.94 5.48
H -1.56 1.49 7.04
H -1.67 3.94 6.69
H -1.24 4.92 4.48
H -0.71 3.48 2.52
H -0.58 -3.21 4.48
H -0.87 -3.23 -0.04
N 5.56 -7.14 -0.10
C 5.05 -5.91 0.35
C 5.90 -4.95 0.91
C 5.39 -3.77 1.41
C 4.02 -3.53 1.36
C 3.17 -4.48 0.81
C 3.68 -5.66 0.30
S 3.32 -2.02 2.01
O 4.32 -1.42 2.87
O 2.10 -2.42 2.66
N 2.90 -1.07 0.79
C 3.83 -0.62 -0.05
N 3.47 0.40 -0.87
C 4.38 0.90 -1.68
C 5.68 0.41 -1.77
C 5.96 -0.65 -0.93
N 5.08 -1.16 -0.09
H 6.53 -7.10 -0.39
H 4.98 -7.61 -0.77
H 6.97 -5.14 0.94
H 6.03 -3.01 1.84
H 2.11 -4.27 0.79
H 3.02 -6.40 -0.14
H 4.06 1.74 -2.29
H 6.41 0.83 -2.44
H 6.94 -1.12 -0.93
C -3.69 0.40 1.46
C -4.22 -0.70 0.56
C -5.55 -1.08 0.66
C -5.99 -2.11 -0.17
C -5.12 -2.69 -1.06
C -3.77 -2.23 -1.15
N -3.37 -1.24 -0.30
N -2.88 -2.72 -2.02
Si -3.13 -3.55 -3.45
C -1.53 -3.48 -4.46
C -4.53 -2.89 -4.58
C -3.56 -5.43 -3.35
H -4.45 1.18 1.57
H -2.77 0.83 1.07
H -3.47 0.00 2.46
H -6.22 -0.59 1.36
H -7.03 -2.44 -0.12
H -5.44 -3.50 -1.71
H -1.29 -2.44 -4.69
H -1.61 -4.03 -5.40
H -0.70 -3.89 -3.89
H -4.31 -1.86 -4.90
H -5.47 -2.87 -4.03
H -4.67 -3.50 -5.47
H -2.73 -6.00 -2.92
H -3.77 -5.84 -4.34
H -4.43 -5.61 -2.72

Atomic partial charges in e from the Löwdin method, atoms 1 to 8: atom 1 (Cs): 1.140, atom 2 (C): -0.061, atom 3 (C): -0.144, atom 4 (N): 0.110, atom 5 (C): -0.169, atom 6 (C): -0.183, atom 7 (C): -0.045, atom 8 (C): -0.105

=====

DFT (ωB97M-V/def2-TZVPD) results for a 2-piece molecular cluster, C3H12P4 overall at a distorted geometry.

Calculated values
LUMO level (alpha / beta): -0.76 / -0.94 eV
Orbital gap (alpha / beta): 6.856 / 6.656 eV
ΔE to the lowest compared entry with this formula, charge and spin: 71.9 kcal per mole
Energy: -1486.6994 Eh
Charge: 0

Cartesian coordinates (Å):
C 1.43 -1.84 -0.57
C -3.28 1.19 0.76
C 0.81 -0.45 -0.17
P 0.72 0.46 -1.78
P 2.14 0.37 0.88
P -1.83 0.96 -0.41
P -0.67 -0.36 0.82
H 1.86 -2.34 0.23
H 0.60 -2.44 -0.78
H 2.19 -1.81 -1.37
H -3.66 0.22 1.13
H -4.16 1.58 0.24
H -2.85 1.93 1.58
H 0.73 1.85 -1.26
H 1.95 0.16 -2.11
H 3.35 0.10 0.10
H 2.44 -0.76 1.86
H -2.42 0.10 -1.34
H 0.67 1.09 2.16

Atomic partial charges in e from the natural (NBO) method, atoms 1 to 8: atom 1 (C): -0.621, atom 2 (C): -0.923, atom 3 (C): -0.977, atom 4 (P): 0.340, atom 5 (P): 0.399, atom 6 (P): 0.210, atom 7 (P): 0.350, atom 8 (H): 0.219

=====

DFT (ωB97M-V/def2-TZVPD) results for one molecule with the formula C16H18F3NO.

Calculated values
LUMO level: 0.47 eV
Orbital gap: 8.989 eV
Energy: -1050.1245 Eh
SMILES: CC1(C)CC(=O)C=C(NCc2cccc(C(F)(F)F)c2)C1
Charge: 0

Cartesian coordinates (Å):
C 3.05 0.70 2.64
C 2.05 0.93 3.78
C 2.58 2.05 4.68
C 1.87 -0.35 4.59
C 1.22 -1.47 3.79
O 1.48 -2.64 4.02
C 0.28 -1.07 2.76
C 0.01 0.23 2.47
N -0.89 0.64 1.55
C -1.62 -0.20 0.62
C -0.92 -0.31 -0.72
C 0.41 -0.70 -0.79
C 1.06 -0.79 -2.01
C 0.39 -0.48 -3.18
C -0.94 -0.09 -3.11
C -1.70 0.28 -4.35
F -2.89 -0.35 -4.43
F -1.05 -0.01 -5.49
F -1.98 1.60 -4.40
C -1.59 0.01 -1.89
C 0.69 1.34 3.22
H 4.02 0.43 3.04
H 2.71 -0.11 1.99
H 3.16 1.60 2.04
H 3.55 1.77 5.10
H 2.71 2.97 4.12
H 1.90 2.24 5.51
H 1.21 -0.15 5.44
H 2.82 -0.71 4.98
H -0.18 -1.88 2.23
H -0.90 1.62 1.32
H -2.62 0.22 0.48
H -1.73 -1.19 1.06
H 0.94 -0.95 0.12
H 2.09 -1.10 -2.05
H 0.89 -0.55 -4.14
H -2.63 0.32 -1.87
H 0.03 1.64 4.05
H 0.80 2.21 2.56

Atomic partial charges in e from the natural (NBO) method, atoms 1 to 8: atom 1 (C): -0.615, atom 2 (C): -0.028, atom 3 (C): -0.598, atom 4 (C): -0.507, atom 5 (C): 0.560, atom 6 (O): -0.577, atom 7 (C): -0.489, atom 8 (C): 0.316

=====

DFT (ωB97M-V/def2-TZVPD) results for C42H114FeN7O16 as an isolated structure at a distorted geometry.

Calculated values
LUMO level (alpha / beta): -6.89 / -7.39 eV
Orbital gap (alpha / beta): 5.191 / 4.689 eV
Spin multiplicity: 6
Energy: -4518.4502 Eh
Charge: +2

Cartesian coordinates (Å):
Fe 1.23 -0.24 -3.87
C 1.91 1.84 -0.53
C 1.59 0.56 0.37
C 1.17 1.12 1.71
C 0.52 0.15 2.64
C -0.70 -0.30 1.90
C -0.42 -0.98 0.52
N 0.49 -0.14 -0.36
O 0.71 -0.55 -1.67
C -1.82 -1.07 -0.10
C 0.08 -2.43 0.69
C 2.85 -0.32 0.62
H 2.63 1.60 -1.32
H 2.53 2.47 0.11
H 1.11 2.35 -1.05
H 0.39 1.87 1.59
H 1.93 1.65 2.28
H 0.26 0.57 3.62
H 0.99 -0.79 2.92
H -1.53 0.40 1.79
H -1.25 -0.91 2.63
H -1.79 -1.48 -1.11
H -2.23 -0.07 -0.20
H -2.41 -1.71 0.56
H 0.66 -2.78 -0.17
H -0.66 -3.23 0.76
H 0.70 -2.55 1.57
H 3.64 0.30 1.02
H 3.23 -0.67 -0.34
H 2.82 -1.18 1.29
C -3.54 2.01 3.59
O -2.93 3.32 3.56
H -3.51 1.77 2.53
H -2.86 1.34 4.12
H -4.59 1.91 3.88
H -3.20 3.70 4.39
C 0.74 -5.60 0.71
O 0.99 -5.72 2.05
H 1.31 -4.90 0.10
H 1.07 -6.55 0.27
H -0.34 -5.51 0.61
H 1.86 -6.13 2.17
C 5.08 4.02 -0.92
O 5.71 5.22 -0.49
H 4.00 4.16 -0.91
H 5.24 3.58 -1.91
H 5.44 3.22 -0.26
H 6.63 5.06 -0.26
C 0.66 -3.95 -3.11
C 1.13 -3.64 -4.52
C 0.54 -4.64 -5.58
O 1.34 -4.57 -6.70
C 1.08 -5.53 -7.58
N 0.83 -2.28 -4.85
H 1.02 -4.95 -2.87
H -0.41 -4.06 -2.94
H 1.07 -3.24 -2.40
H 2.22 -3.70 -4.54
H -0.53 -4.51 -5.75
H 0.69 -5.65 -5.21
H 1.61 -5.41 -8.53
H 0.01 -5.72 -7.74
H 1.49 -6.48 -7.25
H 1.26 -2.40 -5.76
H -0.13 -2.20 -5.14
C -0.59 1.61 6.13
C -1.08 2.14 7.53
C -0.65 3.57 7.76
O -0.69 3.87 9.11
C -0.72 5.32 9.33
N -2.49 1.87 7.81
H -0.93 0.57 6.09
H 0.50 1.66 6.12
H -0.87 2.24 5.28
H -0.53 1.59 8.29
H -1.35 4.18 7.19
H 0.37 3.73 7.41
H 0.20 5.74 8.93
H -0.67 5.63 10.37
H -1.48 5.86 8.77
H -2.70 1.87 8.80
H -2.66 0.88 7.72
C -0.25 -2.49 5.82
C -1.14 -3.76 5.46
C -2.10 -3.52 4.18
O -2.92 -4.60 3.73
C -3.86 -5.15 4.61
N -0.13 -4.89 5.17
H 0.49 -2.65 6.60
H -0.87 -1.72 6.27
H 0.21 -2.05 4.94
H -1.75 -4.00 6.33
H -1.52 -3.26 3.30
H -2.69 -2.61 4.33
H -4.47 -5.93 4.16
H -4.54 -4.39 4.99
H -3.38 -5.62 5.47
H -0.64 -5.54 4.59
H 0.63 -4.66 4.54
C 4.31 -1.06 -5.27
C 4.28 -1.12 -3.78
C 5.56 -0.61 -3.06
O 5.84 0.76 -3.31
C 7.23 1.13 -3.06
N 3.24 -0.25 -3.19
H 5.00 -1.77 -5.72
H 4.65 -0.07 -5.58
H 3.29 -1.13 -5.64
H 4.06 -2.13 -3.44
H 6.35 -1.26 -3.43
H 5.50 -0.71 -1.97
H 7.87 1.00 -3.94
H 7.76 0.69 -2.21
H 7.21 2.16 -2.72
H 3.71 0.64 -3.19
H 3.26 -0.52 -2.22
C -2.02 3.14 -0.20
C -2.36 3.14 -1.71
C -1.72 4.41 -2.35
O -2.13 4.43 -3.72
C -1.55 5.34 -4.64
N -1.79 1.97 -2.15
H -2.57 4.06 0.02
H -0.95 3.30 -0.11
H -2.42 2.31 0.39
H -3.43 3.08 -1.92
H -0.63 4.32 -2.33
H -1.87 5.31 -1.74
H -0.84 4.82 -5.27
H -1.15 6.18 -4.07
H -2.34 5.77 -5.26
H -0.79 1.85 -2.03
H -2.19 1.22 -1.60
C -7.26 0.52 -1.27
C -5.92 -0.14 -1.11
C -5.92 -1.61 -0.68
O -4.62 -1.99 -0.47
C -4.48 -3.21 0.18
N -4.94 0.19 -2.10
H -7.84 0.37 -2.17
H -7.24 1.60 -1.16
H -8.16 0.17 -0.76
H -5.44 0.35 -0.26
H -6.46 -2.18 -1.43
H -6.47 -1.71 0.25
H -4.80 -3.09 1.21
H -3.43 -3.50 0.22
H -4.97 -4.02 -0.35
H -5.08 -0.58 -2.74
H -4.06 -0.11 -1.71
C 3.62 3.84 3.67
C 4.92 3.76 4.59
O 6.13 3.52 3.82
O 2.44 4.07 4.44
H 3.49 2.95 3.06
H 3.78 4.57 2.89
H 4.77 3.05 5.40
H 5.19 4.68 5.12
H 6.63 2.83 4.27
H 1.70 4.20 3.84
C -3.24 -2.56 -5.31
C -3.03 -2.30 -3.81
O -2.79 -0.90 -3.72
O -1.95 -2.51 -5.98
H -3.92 -1.96 -5.91
H -3.52 -3.60 -5.48
H -2.31 -2.98 -3.36
H -3.98 -2.49 -3.30
H -1.88 -0.72 -3.96
H -1.72 -1.62 -6.27
C 1.91 3.54 -3.88
C 2.35 3.48 -5.38
O 3.05 2.31 -5.80
O 1.08 2.50 -3.54
H 1.40 4.44 -3.54
H 2.82 3.38 -3.31
H 3.10 4.28 -5.34
H 1.61 3.79 -6.12
H 2.36 1.65 -5.93
H 0.35 2.42 -4.16

Atomic partial charges in e from the Löwdin method, atoms 1 to 8: atom 1 (Fe): 1.080, atom 2 (C): 0.003, atom 3 (C): -0.408, atom 4 (C): -0.149, atom 5 (C): -0.167, atom 6 (C): -0.140, atom 7 (C): -0.392, atom 8 (N): 0.027